[1]
{"formula": "C23H30N4O5", "method": "the ωB97M-V functional and the def2-TZVPD basis", "symbols": ["C", "O", "C", "C", "C", "C", "N", "C", "O", "C", "N", "C", "C", "N", "C", "C", "O", "N", "C", "C", "C", "O", "C", "C", "C", "O", "C", "C", "C", "C", "C", "C", "H", "H", "H", "H", "H", "H", "H", "H", "H", "H", "H", "H", "H", "H", "H", "H", "H", "H", "H", "H", "H", "H", "H", "H", "H", "H", "H", "H", "H", "H"], "xyz": [[5.86033, 8.10994, 2.33518], [5.80800, 7.49858, 1.07013], [4.79194, 6.62319, 0.81449], [3.78867, 6.27625, 1.71108], [2.80300, 5.37475, 1.34753], [2.80256, 4.80251, 0.08195], [1.83242, 3.88993, -0.33754], [0.80459, 3.34232, 0.35384], [0.50641, 3.58497, 1.50333], [-0.00442, 2.37025, -0.51026], [0.81550, 1.79767, -1.56520], [0.07468, 1.30579, -2.71315], [-0.66623, -0.00472, -2.43445], [0.30625, -1.00374, -2.01718], [-0.22236, -2.34447, -1.93582], [-1.30491, -2.58946, -0.87202], [-1.77020, -1.71411, -0.17607], [-1.66692, -3.90128, -0.82002], [-2.60787, -4.53541, 0.00486], [-2.76711, -5.90945, -0.15812], [-3.68360, -6.59078, 0.63322], [-3.92170, -7.92950, 0.56258], [-3.19555, -8.69681, -0.36505], [-4.43085, -5.89498, 1.57626], [-4.26731, -4.52373, 1.73389], [-5.04426, -3.94038, 2.68156], [-4.92273, -2.55171, 2.88996], [-3.35015, -3.83571, 0.94434], [1.00204, -0.57532, -0.81278], [1.71188, 0.75353, -1.08978], [3.81009, 5.15131, -0.81780], [4.79003, 6.04837, -0.45751], [4.96946, 8.71726, 2.52627], [6.73730, 8.75530, 2.31479], [5.97429, 7.37122, 3.13538], [3.75749, 6.70005, 2.70216], [2.02934, 5.11020, 2.04867], [1.93133, 3.52365, -1.27987], [-0.46976, 1.63459, 0.15807], [-0.80995, 2.95229, -0.96881], [-0.62970, 2.07373, -3.03966], [0.80142, 1.13398, -3.51347], [-1.14729, -0.35300, -3.35216], [-1.44244, 0.15998, -1.67387], [-0.64450, -2.59927, -2.91476], [0.61592, -3.02214, -1.73796], [-1.19598, -4.52405, -1.46215], [-2.17341, -6.42333, -0.89842], [-2.11929, -8.65843, -0.16612], [-3.38779, -8.37486, -1.39405], [-3.54603, -9.71995, -0.23932], [-5.14053, -6.42395, 2.18881], [-3.91215, -2.27996, 3.20877], [-5.62868, -2.31189, 3.68350], [-5.18231, -1.98639, 1.98994], [-3.20021, -2.77654, 1.04332], [1.74744, -1.33260, -0.55613], [0.31669, -0.46464, 0.03957], [2.21149, 1.10041, -0.18301], [2.46395, 0.59475, -1.86881], [3.81929, 4.71211, -1.80531], [5.57237, 6.32368, -1.14681]], "e_tot_ev": -40535.55558, "homo_lumo_gap_ev": 8.2, "e_homo_ev": -7.75, "de_lowest_kcal_mol": 33.13, "charge": 0, "largest_force_ev_per_a": 0.5, "lumo_energy_ha": 0.01627}


[2]
{"formula": "C23H30NPSn", "method": "the ωB97M-V functional and the def2-TZVPD basis", "symbols": ["C", "C", "C", "C", "C", "C", "C", "C", "N", "Sn", "C", "P", "H", "H", "H", "H", "H", "H", "H", "H", "C", "C", "H", "C", "C", "H", "H", "H", "H", "H", "H", "H", "H", "H", "H", "H", "H", "H", "H", "C", "C", "C", "C", "C", "C", "C", "C", "C", "C", "H", "H", "H", "H", "H", "H", "H"], "xyz": [[-2.09387, 0.01526, -3.82260], [-1.97073, -1.07715, -2.97075], [-1.48642, -0.91824, -1.65975], [-1.26130, 0.37097, -1.18018], [-1.31978, 1.46305, -2.05831], [-1.77594, 1.29132, -3.36954], [-1.21389, -2.14776, -0.84353], [-0.33862, -3.18730, -1.59413], [0.99478, -2.73331, -1.86960], [-1.00925, 0.85718, 0.97986], [-0.79386, 2.81442, -1.65091], [0.87048, 2.60676, -0.84186], [-2.24103, -2.07100, -3.32673], [-1.84948, 2.15527, -4.03440], [-2.43456, -0.12334, -4.84686], [-1.43555, 3.32312, -0.91824], [-0.63953, 3.47908, -2.51352], [-0.72831, -1.89620, 0.10723], [-2.15707, -2.65473, -0.58344], [-0.23207, -4.08983, -0.96474], [1.38892, 4.35660, -0.90229], [1.77970, 1.98060, -2.31951], [-0.81207, -3.47959, -2.54367], [1.38343, -2.26008, -3.15842], [2.00983, -2.80466, -0.85577], [1.61700, 1.32231, 1.45795], [2.12460, -2.94832, -3.60500], [0.50261, -2.18415, -3.81057], [1.86444, -1.26819, -3.08092], [2.70976, -3.63484, -1.07763], [2.60504, -1.87284, -0.83444], [1.55651, -2.96910, 0.13597], [1.84078, 2.77188, -3.07760], [2.78410, 1.68998, -1.99167], [1.28661, 1.09729, -2.74196], [1.32450, 4.71432, -1.93495], [0.73818, 4.94257, -0.24352], [2.41758, 4.41422, -0.53061], [2.05265, 1.66317, 0.97878], [0.21017, -3.35107, 4.65891], [0.86941, -2.40099, 3.85273], [0.15512, -1.58378, 2.98987], [-1.25197, -1.67852, 2.90026], [-2.02972, -0.86060, 2.04616], [-3.39077, -1.02905, 1.92626], [-4.05200, -2.02374, 2.69324], [-3.33319, -2.81339, 3.57150], [-1.93063, -2.67322, 3.70771], [-1.17046, -3.49006, 4.58048], [0.78910, -3.98159, 5.33477], [1.95294, -2.30408, 3.90401], [0.67142, -0.84522, 2.36802], [-3.99255, -0.41347, 1.26269], [-5.13017, -2.15922, 2.59970], [-3.82786, -3.57785, 4.17499], [-1.69161, -4.24231, 5.18256]], "e_tot_ev": -40928.50156, "homo_lumo_gap_ev": [4.9, 4.8], "e_homo_ev": [-13.66, -13.72], "de_lowest_kcal_mol": 24.79, "charge": 2, "largest_force_ev_per_a": 2.3, "lumo_energy_ha": [-0.32183, -0.32954]}


[3]
{"formula": "C23H31AsCl2N2O2Sr", "method": "the ωB97M-V functional and the def2-TZVPD basis", "symbols": ["Sr", "O", "C", "C", "C", "C", "C", "C", "C", "N", "C", "C", "N", "C", "C", "C", "C", "C", "C", "C", "O", "H", "H", "H", "H", "H", "H", "H", "H", "H", "H", "H", "H", "H", "H", "Cl", "C", "Cl", "H", "H", "C", "C", "As", "C", "C", "C", "C", "H", "H", "H", "H", "H", "H", "H", "H", "H", "H", "H", "H", "H", "H", "H"], "xyz": [[-0.10128, -0.57591, -0.39829], [2.26185, -0.84244, -0.19286], [3.13580, -1.75110, 0.05383], [4.49460, -1.40180, 0.30120], [5.45014, -2.34200, 0.59415], [5.12882, -3.70495, 0.66733], [3.82832, -4.07662, 0.43129], [2.82343, -3.14435, 0.11344], [1.50117, -3.67300, -0.12003], [0.48302, -3.02316, -0.54817], [-0.78031, -3.75299, -0.60234], [-1.53063, -3.66653, 0.72691], [-1.51096, -2.31598, 1.29648], [-2.52752, -1.56511, 1.15063], [-3.69091, -1.76046, 0.24373], [-4.85467, -2.46034, 0.51048], [-5.86397, -2.51212, -0.44147], [-5.68478, -1.84200, -1.64847], [-4.52693, -1.13336, -1.91996], [-3.48651, -1.07791, -0.97770], [-2.35065, -0.45230, -1.17824], [4.74576, -0.34892, 0.25329], [6.46996, -2.02299, 0.77683], [5.88400, -4.44112, 0.90504], [3.55426, -5.12587, 0.48406], [1.40697, -4.74520, 0.10252], [-0.62338, -4.80690, -0.85845], [-1.40062, -3.31218, -1.39088], [-1.02845, -4.30228, 1.45964], [-2.54605, -4.03754, 0.57256], [-2.44926, -0.57882, 1.62257], [-4.97495, -2.96513, 1.46294], [-6.77487, -3.06117, -0.24614], [-6.47004, -1.87205, -2.39481], [-4.39819, -0.61561, -2.86275], [1.63754, 0.50667, -2.85105], [0.58857, 1.44471, -3.93601], [-0.98609, 1.71754, -3.18812], [0.45078, 0.87959, -4.84959], [1.06711, 2.39813, -4.12596], [-1.97186, 3.71707, 0.05185], [-0.94710, 3.63119, 1.17932], [0.52553, 2.43826, 0.68312], [1.76877, 2.59202, 2.20387], [1.54603, 3.75678, 3.16138], [1.44531, 3.52187, -0.67158], [1.89646, 4.91052, -0.24136], [-2.82268, 4.33395, 0.34375], [-2.35174, 2.72886, -0.21823], [-1.53834, 4.15873, -0.84763], [-1.40186, 3.20646, 2.07671], [-0.56591, 4.61675, 1.44788], [2.76792, 2.62893, 1.76391], [1.71360, 1.64438, 2.74051], [1.61541, 4.72113, 2.65839], [2.29552, 3.74203, 3.95476], [0.56628, 3.70349, 3.63742], [0.76115, 3.57801, -1.52119], [2.29353, 2.91496, -0.99529], [1.05712, 5.52440, 0.08908], [2.37794, 5.43428, -1.06926], [2.61779, 4.85949, 0.57496]], "e_tot_ev": -118150.53219, "homo_lumo_gap_ev": 7.6, "e_homo_ev": -7.28, "de_lowest_kcal_mol": 20.98, "charge": 0, "largest_force_ev_per_a": 0.5, "lumo_energy_ha": 0.01204}


[4]
{"formula": "C23H31BN8O4S3", "method": "the ωB97M-V functional and the def2-TZVPD basis", "symbols": ["C", "O", "B", "O", "C", "C", "C", "C", "C", "C", "S", "C", "N", "N", "C", "O", "C", "C", "C", "N", "C", "N", "S", "N", "C", "C", "C", "C", "S", "C", "N", "N", "C", "O", "H", "H", "H", "H", "H", "H", "H", "H", "H", "H", "H", "H", "H", "H", "H", "H", "H", "H", "H", "H", "H", "H", "H", "H", "C", "C", "C", "C", "N", "H", "H", "H", "H", "H", "H", "H"], "xyz": [[4.42675, -1.65754, 1.29111], [3.04637, -1.62418, 1.66601], [2.09713, -1.79917, 0.68358], [1.02770, -2.60345, 0.97515], [2.24434, -1.09042, -0.72925], [2.46234, 0.35753, -0.79528], [2.47861, 1.18184, 0.47785], [1.19878, 2.02312, 0.64239], [0.13521, 1.30704, 1.50578], [-1.14460, 1.04009, 0.70805], [-2.48525, 0.74419, 1.88837], [-3.51340, -0.30526, 0.98176], [-4.51609, -0.95464, 1.45747], [-5.05216, -1.65402, 0.38082], [-4.32755, -1.37196, -0.63189], [-3.32597, -0.50946, -0.33547], [2.61978, 1.00599, -1.98061], [2.83479, 2.48662, -2.13123], [4.14000, 2.85048, -2.85651], [3.95264, 4.06223, -3.66353], [2.58099, 0.22137, -3.16921], [2.69385, 0.68020, -4.42153], [2.60451, -0.60519, -5.38453], [2.41058, -1.76528, -4.31277], [2.38367, -1.18556, -3.10783], [2.17890, -1.84928, -1.86552], [1.94001, -3.33140, -1.89696], [0.76153, -3.80527, -2.76429], [-0.86781, -3.33283, -2.13289], [-1.31456, -1.89107, -2.97710], [-2.49350, -1.38266, -2.88361], [-2.47287, -0.22412, -3.65244], [-1.30284, -0.14875, -4.14745], [-0.49990, -1.17127, -3.77627], [4.96526, -2.19304, 2.06790], [4.57829, -2.15329, 0.33417], [4.81921, -0.64133, 1.23227], [1.30949, -3.34971, 1.51489], [2.61277, 0.55965, 1.34958], [3.35014, 1.83724, 0.42897], [1.44182, 2.99679, 1.06355], [0.76123, 2.20380, -0.33941], [-0.12522, 1.93683, 2.35600], [0.50385, 0.34746, 1.86506], [-1.03150, 0.19325, 0.03493], [-1.38935, 1.92206, 0.11923], [-4.44163, -1.74799, -1.63090], [2.84013, 2.99543, -1.17266], [2.00051, 2.89094, -2.70849], [4.51792, 2.01280, -3.44171], [4.90463, 3.06563, -2.10859], [3.52386, 3.79384, -4.54329], [4.86321, 4.42978, -3.91419], [2.84110, -3.84266, -2.24639], [1.73461, -3.71330, -0.90075], [0.73939, -4.89265, -2.69556], [0.88825, -3.56045, -3.81253], [-0.95774, 0.63436, -4.79818], [-5.93898, 0.15690, 4.80610], [-5.22863, 0.18324, 6.15439], [-4.89595, 1.60497, 6.62735], [-4.01198, 2.28468, 5.68243], [-3.33720, 2.82176, 4.92535], [-5.31388, 0.57140, 4.01515], [-6.18251, -0.86467, 4.51854], [-6.86882, 0.72881, 4.84275], [-4.30764, -0.39924, 6.09257], [-5.85630, -0.29057, 6.91143], [-4.40287, 1.58295, 7.59982], [-5.80746, 2.19643, 6.72805]], "e_tot_ev": -77647.35778, "homo_lumo_gap_ev": 7.5, "e_homo_ev": -8.34, "charge": 0, "largest_force_ev_per_a": 1.0, "lumo_energy_ha": -0.03142}


[5]
{"formula": "C23H31BeN2O3SSb", "method": "the ωB97M-V functional and the def2-TZVPD basis", "symbols": ["Be", "O", "C", "C", "C", "C", "N", "C", "C", "C", "C", "C", "C", "O", "C", "C", "N", "H", "H", "H", "H", "H", "H", "H", "H", "H", "H", "H", "H", "C", "Sb", "C", "C", "H", "H", "H", "H", "H", "H", "H", "H", "H", "C", "C", "C", "C", "C", "C", "C", "S", "C", "O", "H", "H", "H", "H", "H", "H", "H", "H", "H", "H"], "xyz": [[-0.23034, 0.76758, 0.20728], [5.27334, -2.13824, 1.72705], [4.88233, -2.14709, 0.36115], [3.62344, -1.32503, 0.21447], [3.06801, -0.99561, -1.04223], [1.90717, -0.28219, -1.08210], [1.28891, 0.12366, 0.04723], [1.81289, -0.15570, 1.20786], [2.98257, -0.85465, 1.36176], [1.02733, 0.41509, 2.35925], [1.30351, 0.49900, 3.67376], [0.37523, 1.06552, 4.54637], [0.63950, 0.97685, 6.03362], [1.57718, 0.03004, 6.33470], [-0.83647, 1.54883, 4.04093], [-1.08057, 1.45374, 2.65939], [-0.12603, 0.96988, 1.87718], [5.78408, -2.92879, 1.93058], [4.72321, -3.19504, -0.00386], [5.61992, -1.60137, -0.23385], [3.55803, -1.30610, -1.93545], [1.39533, -0.03925, -1.95293], [3.49654, -1.02121, 2.29052], [2.24855, 0.07432, 4.11637], [-0.34953, 0.74487, 6.49207], [0.91944, 2.04015, 6.37878], [1.84333, 0.08772, 7.21047], [-1.64303, 1.93301, 4.67766], [-1.96313, 1.79043, 2.16425], [0.25703, 3.95615, -2.08664], [-1.15467, 2.69904, -1.03131], [-2.28567, 4.02394, 0.16014], [-2.65371, 2.33077, -2.55386], [-0.35444, 4.46294, -2.83730], [0.86862, 3.21767, -2.66857], [0.81062, 4.60572, -1.47303], [-2.87782, 4.79005, -0.37358], [-1.58824, 4.50390, 0.84788], [-3.06930, 3.49726, 0.73065], [-3.04271, 3.24051, -3.01357], [-3.47294, 1.87144, -2.02522], [-2.42125, 1.62238, -3.37425], [-1.33413, -2.92265, -5.52726], [-1.47645, -2.50835, -4.10266], [-0.53728, -2.75805, -3.16520], [-0.65515, -2.26955, -1.87932], [-1.74799, -1.49091, -1.59684], [-2.71183, -1.19496, -2.53013], [-2.60017, -1.75720, -3.78536], [-1.75456, -0.67929, -0.03967], [-1.57307, -1.96838, 1.16189], [-3.01579, 0.02780, 0.24124], [-0.69389, -3.80622, -5.72340], [-0.94512, -2.04910, -6.03721], [-2.35045, -3.16680, -5.86896], [0.28639, -3.46068, -3.34648], [0.05165, -2.59195, -1.13957], [-3.49289, -0.52695, -2.15704], [-3.27656, -1.49914, -4.60184], [-2.30890, -2.73836, 1.14325], [-1.41322, -1.55369, 2.16179], [-0.58684, -2.43781, 0.82913]], "e_tot_ev": -51237.91711, "homo_lumo_gap_ev": 8.2, "e_homo_ev": -14.67, "charge": 2, "largest_force_ev_per_a": 3.0, "lumo_energy_ha": -0.23721}


[6]
{"formula": "C23H31BrIIrN2OPS4", "method": "the ωB97M-V functional and the def2-TZVPD basis", "symbols": ["Ir", "C", "C", "C", "C", "C", "Br", "N", "C", "H", "H", "H", "H", "H", "H", "O", "C", "S", "C", "C", "S", "S", "S", "I", "C", "C", "C", "C", "N", "C", "H", "H", "H", "H", "C", "C", "C", "P", "C", "C", "C", "C", "C", "C", "H", "H", "H", "H", "H", "H", "H", "H", "H", "H", "H", "H", "H", "H", "H", "H", "H", "H", "H", "H", "H"], "xyz": [[-0.68730, -0.53361, 0.10417], [1.11736, 1.65527, -4.91285], [0.95052, 0.45587, -4.02529], [1.29085, -0.82963, -4.43355], [1.10328, -1.90733, -3.58266], [0.58109, -1.64440, -2.33594], [0.25602, -3.02347, -1.08230], [0.26348, -0.43212, -1.90421], [0.43697, 0.59693, -2.74401], [1.65519, 1.39682, -5.82236], [1.66912, 2.44535, -4.40359], [0.14667, 2.06204, -5.19940], [1.70243, -0.99278, -5.42160], [1.35155, -2.91754, -3.87296], [0.15581, 1.57018, -2.36448], [-6.32051, 0.42999, 3.69734], [-5.28154, 0.28682, 3.13373], [-4.58039, 1.50548, 2.02740], [-3.15718, 0.57818, 1.63629], [-3.02470, -0.63648, 2.18025], [-1.58989, -1.60809, 1.91534], [-4.28739, -1.19504, 3.24089], [-1.88830, 1.32263, 0.66968], [-5.17921, -4.41383, -1.24021], [-4.24514, -2.59469, -1.59415], [-4.73465, -1.69603, -2.52907], [-4.06406, -0.49529, -2.70463], [-2.94043, -0.23561, -1.94637], [-2.46868, -1.10813, -1.04784], [-3.11050, -2.26546, -0.87259], [-5.62233, -1.92418, -3.10319], [-4.41546, 0.24063, -3.41374], [-2.41193, 0.70373, -2.02855], [-2.71107, -2.92439, -0.11273], [1.05146, 2.75601, -0.13971], [1.97077, 1.57956, 0.19303], [3.29902, 2.11262, 0.73661], [1.15498, 0.30437, 1.25449], [2.48509, -0.93934, 1.54301], [3.20202, -1.40465, 0.27550], [1.94870, -2.12404, 2.34718], [0.97001, 1.18997, 2.88809], [2.28533, 1.26394, 3.67518], [-0.12663, 0.72689, 3.84682], [1.55077, 3.41184, -0.85621], [0.83281, 3.35449, 0.74547], [0.09405, 2.45308, -0.56168], [2.18012, 1.03207, -0.73166], [3.14057, 2.75890, 1.60184], [3.77793, 2.71991, -0.03357], [3.99755, 1.32516, 1.01647], [3.21830, -0.41680, 2.15929], [2.57000, -2.04888, -0.33325], [4.07620, -1.99289, 0.56003], [3.55472, -0.58051, -0.34377], [1.19987, -2.68072, 1.78148], [1.48553, -1.81359, 3.28399], [2.76520, -2.80811, 2.58401], [0.71551, 2.20410, 2.56476], [2.52607, 0.29974, 4.12453], [2.15017, 1.97302, 4.49242], [3.14434, 1.59712, 3.09214], [0.05090, -0.28677, 4.20360], [-1.11550, 0.77030, 3.40988], [-0.11552, 1.39136, 4.71319]], "e_tot_ev": -162991.09544, "homo_lumo_gap_ev": 6.1, "e_homo_ev": -9.61, "de_lowest_kcal_mol": 3.68, "charge": 1, "largest_force_ev_per_a": 1.0, "lumo_energy_ha": -0.13100}